Below is the molecule C5H11N3O, with properties calculated with the ωB97M-V functional and the def2-TZVPD basis.

XYZ file:
```
20
Properties=species:S:1:pos:R:3:lowdin_charge:R:1
H 2.681 0.161 1.467 0.098
N 0.578 1.421 1.361 0.110
C 1.001 -0.113 -2.070 -0.045
H -2.389 -0.284 -1.462 0.085
N -1.798 -0.578 -0.691 0.007
O 2.344 -0.158 0.621 0.014
H -1.837 1.303 0.153 0.128
H -0.900 -1.691 1.482 0.064
C -0.173 0.306 0.983 -0.501
N -1.169 0.583 -0.149 -0.056
H 1.023 0.335 -3.064 0.083
H -1.379 -0.389 2.601 0.084
H 1.896 -0.715 -1.897 0.095
C -0.573 -0.764 1.960 -0.021
H -2.384 -1.047 -0.002 0.073
C 0.868 0.897 -1.004 0.065
C 1.182 0.611 0.386 -0.565
H 0.280 -0.992 2.597 0.080
H 0.147 -0.803 -2.014 0.081
H 0.602 1.916 -1.257 0.121
```

Values from the calculation:
Largest force on an atom, eV/A: 0.5
Net charge: 0
ΔE to the lowest compared entry with this formula, charge and spin, kcal/mol: 138.5
E, eV: -11875.7670
Orbital gap (alpha / beta), eV: 6.93 / 6.93

Below is a structure of composition C5H11N3O at a distorted geometry, with properties calculated with the ωB97M-V functional and the def2-TZVPD basis.

XYZ file:
```
20
Properties=species:S:1:pos:R:3:lowdin_charge:R:1
N -0.167 -0.927 -1.301 0.162
H 1.618 1.288 1.653 0.088
C -0.705 0.144 -0.492 -0.453
H -0.782 2.289 -0.311 0.083
N 0.243 -0.752 1.819 0.091
H 0.961 -1.313 2.270 0.083
C 0.921 -1.057 -0.615 -0.376
C 0.734 -0.206 0.582 -0.435
H -2.278 0.439 0.942 0.082
H 1.961 -1.989 -1.882 0.121
H -0.590 -1.308 1.683 0.065
C -0.515 1.538 -1.054 -0.055
N 1.744 0.754 0.805 0.108
H 2.688 0.408 0.701 0.085
H 0.519 1.695 -1.352 0.071
H -1.161 1.670 -1.925 0.080
O 2.057 -1.679 -0.970 0.101
H -2.840 0.261 -0.725 0.080
H -2.294 -1.159 0.166 0.073
C -2.112 -0.097 0.006 -0.055
```

Values from the calculation:
Largest force on an atom, eV/A: 2.7
Net charge: 0
ΔE to the lowest compared entry with this formula, charge and spin, kcal/mol: 38.4
E, eV: -11880.1079
Orbital gap, eV: 9.18

Below is the molecule C5H11N3O at a distorted geometry, with properties calculated with the ωB97M-V functional and the def2-TZVPD basis.

XYZ file:
```
20
Properties=species:S:1:pos:R:3:lowdin_charge:R:1
H 2.526 -0.920 -1.487 0.087
C 0.754 0.272 0.215 -0.438
C -1.892 -2.030 -0.328 -0.072
O 0.170 -0.939 0.000 -0.039
C 2.850 -0.629 -0.456 -0.125
H 0.661 1.998 1.223 0.132
N -0.817 2.125 -0.046 -0.035
H 3.933 -0.332 -0.423 0.077
C -1.010 -1.395 0.720 -0.213
H -1.212 -2.709 -0.784 0.070
H -2.323 2.369 -1.270 0.075
H 2.792 -1.547 0.156 0.071
N 1.970 0.466 -0.033 0.046
H -0.684 -2.161 1.438 0.124
H -1.437 -0.571 1.294 0.109
H -2.708 -2.591 0.067 0.071
N 0.019 1.385 0.716 -0.014
C -1.816 1.605 -0.643 -0.029
H -2.267 -1.386 -1.121 0.068
H -2.167 0.597 -0.605 0.032
```

Values from the calculation:
SMILES string: C=NN/C(=N/C)OCC
Largest force on an atom, eV/A: 2.1
Net charge: 0
ΔE to the lowest compared entry with this formula, charge and spin, kcal/mol: 71.4
E, eV: -11878.6735
Orbital gap, eV: 9.65

Below is a structure of composition C5H11N3O2 at a distorted geometry, with properties calculated with the ωB97M-V functional and the def2-TZVPD basis.

XYZ file:
```
21
Properties=species:S:1:pos:R:3:lowdin_charge:R:1
N 0.906 -1.182 1.304 0.046
H 1.427 1.679 -0.466 0.133
H -0.425 -1.533 -2.061 0.080
C 2.795 0.381 1.329 -0.178
H -2.422 2.109 0.568 0.034
O -1.822 1.490 0.994 -0.167
C -1.409 -1.135 -1.780 -0.072
H -2.202 0.366 0.572 0.217
O -0.842 1.770 -1.434 0.034
N 3.931 0.506 1.505 0.147
N -1.301 -0.341 -0.562 -0.109
H 1.012 -1.485 2.266 0.092
H 1.398 -1.832 0.697 0.095
H 0.826 0.817 1.854 0.150
C -0.533 0.897 -0.598 -0.474
H -1.087 -0.926 0.256 0.100
H -1.797 -0.517 -2.598 0.091
H -2.098 -1.968 -1.604 0.087
C 0.956 0.703 -0.294 -0.065
C 1.334 0.191 1.106 -0.379
H 1.354 0.013 -1.054 0.135
```

Values from the calculation:
Largest force on an atom, eV/A: 4.5
Net charge: 0
ΔE to the lowest compared entry with this formula, charge and spin, kcal/mol: 75.3
E, eV: -13926.4127
Orbital gap, eV: 10.22

Below is the molecule C5H11N3O2 at a distorted geometry, with properties calculated with the ωB97M-V functional and the def2-TZVPD basis.

XYZ file:
```
21
Properties=species:S:1:pos:R:3:lowdin_charge:R:1
H -2.236 0.055 0.186 0.250
H -0.965 -0.965 0.289 0.106
H 1.336 -1.794 0.711 0.098
N 0.817 -1.154 1.306 0.043
C 1.258 0.223 1.148 -0.376
H 0.886 -1.474 2.266 0.096
C -0.615 0.986 -0.525 -0.631
H -1.767 -0.531 -2.528 0.096
C 2.720 0.391 1.382 -0.176
H -2.091 2.147 0.426 0.063
O -1.474 1.502 0.786 -0.119
H -0.357 -1.482 -1.970 0.094
C -1.375 -1.158 -1.720 -0.043
O -0.902 1.685 -1.540 -0.062
N -1.344 -0.391 -0.480 -0.025
H 1.335 1.772 -0.359 0.137
N 3.859 0.490 1.553 0.146
H -2.015 -2.038 -1.591 0.092
H 0.755 0.831 1.913 0.147
H 1.291 0.126 -1.020 0.130
C 0.883 0.780 -0.234 -0.065
```

Values from the calculation:
SMILES string: C[NH2+][C@@]([O-])(O)C[C@@H](N)C#N
Largest force on an atom, eV/A: 3.8
Net charge: 0
ΔE to the lowest compared entry with this formula, charge and spin, kcal/mol: 65.6
E, eV: -13926.8320
Orbital gap, eV: 9.44

Below is a structure of composition C5H11N3O3 at a distorted geometry, with properties calculated with the ωB97M-V functional and the def2-TZVPD basis.

XYZ file:
```
22
Properties=species:S:1:pos:R:3:lowdin_charge:R:1
C 0.266 -0.768 0.716 -0.229
N -0.331 0.150 -0.350 -0.144
N 0.531 1.980 0.702 -0.061
C 1.700 -1.180 0.288 -0.271
H 2.131 -0.479 -0.296 0.082
C -0.755 -1.979 0.717 -0.121
O 0.634 3.156 0.671 -0.054
H -0.703 3.041 -0.722 0.055
N -0.208 1.402 -0.269 -0.215
H -2.353 -2.413 -0.603 0.057
O -0.753 2.240 -1.173 0.107
H 1.776 -2.582 -0.662 -0.045
H 0.041 -2.831 0.927 0.148
H 2.220 -0.921 1.443 0.179
H 0.308 -0.286 1.992 0.203
O 1.888 -2.465 0.120 0.071
C -1.499 -1.977 -0.635 -0.091
H -1.382 -1.586 1.625 0.135
H -1.561 0.105 -1.854 0.156
C -1.566 -0.420 -0.766 -0.144
H -0.900 -2.316 -1.198 0.002
H -2.549 0.044 -0.090 0.178
```

Values from the calculation:
Largest force on an atom, eV/A: 15.6
Net charge: 0
ΔE to the lowest compared entry with this formula, charge and spin, kcal/mol: 264.6
E, eV: -15964.3801
Orbital gap, eV: 8.36

Below is a cluster of 2 separate species, C5H11N3OSi in total at a distorted geometry, with properties calculated with the ωB97M-V functional and the def2-TZVPD basis.

XYZ file:
```
21
Properties=species:S:1:pos:R:3:lowdin_charge:R:1
H -2.111 0.033 -2.229 -0.006
C 4.460 -0.611 0.494 -0.227
H 0.237 -1.203 2.002 0.061
C -0.162 -1.439 0.936 -0.183
H -0.103 2.260 -0.531 -0.001
O 0.899 -0.045 -1.520 -0.147
C -0.637 1.758 0.256 -0.155
C -1.924 -0.596 -1.421 -0.130
H -1.584 2.115 0.549 0.003
N 2.826 -0.087 -0.538 0.061
N 3.308 -1.094 0.148 0.085
H 0.594 -2.137 0.512 0.014
H -1.109 -1.961 0.996 0.003
H 3.205 1.946 -0.941 0.136
N 4.593 0.702 0.210 0.077
H 0.100 1.852 1.069 0.020
H -1.699 -1.637 -1.676 0.037
Si -0.313 -0.063 -0.441 0.410
C 3.554 1.010 -0.490 -0.210
H 5.255 -0.976 1.102 0.104
H -2.645 -0.291 -0.626 0.049
```

Values from the calculation:
Largest force on an atom, eV/A: 4.1
Net charge: 0
ΔE to the lowest compared entry with this formula, charge and spin, kcal/mol: 46.4
E, eV: -19754.3044
Orbital gap (alpha / beta), eV: 6.44 / 6.44

Below is the molecule C5H11N3Si at a distorted geometry, with properties calculated with the ωB97M-V functional and the def2-TZVPD basis.

XYZ file:
```
20
Properties=species:S:1:pos:R:3:lowdin_charge:R:1
H 2.392 1.832 2.127 0.052
H -2.997 1.282 0.590 0.100
C -1.978 -0.672 0.440 -0.078
H 2.373 2.038 -0.819 -0.083
C 1.744 1.062 1.581 -0.237
N 0.248 -0.878 -1.184 -0.281
N -1.541 -1.647 -0.076 -0.013
H 2.264 0.129 1.675 0.013
Si 1.171 1.621 -0.169 0.567
C -3.168 0.176 0.790 -0.070
C 1.388 -1.563 -1.768 -0.041
H 1.963 -0.807 -2.194 0.068
H 0.889 1.028 2.129 -0.041
H -3.314 -0.080 1.905 0.101
H 0.206 2.672 -0.268 -0.071
C -0.001 0.330 -0.829 -0.159
N -0.485 -1.965 -0.749 -0.038
H -4.074 -0.047 0.274 0.051
H 1.797 -2.154 -1.005 0.072
H 1.123 -2.358 -2.451 0.088
```

Values from the calculation:
Largest force on an atom, eV/A: 3.3
Net charge: 0
ΔE to the lowest compared entry with this formula, charge and spin, kcal/mol: 179.8
E, eV: -17704.5504
Orbital gap (alpha / beta), eV: 8.60 / 8.60

Repeat the sixth record exactly.
Below is a structure of composition C5H11N3O3 at a distorted geometry, with properties calculated with the ωB97M-V functional and the def2-TZVPD basis.

XYZ file:
```
22
Properties=species:S:1:pos:R:3:lowdin_charge:R:1
C 0.266 -0.768 0.716 -0.229
N -0.331 0.150 -0.350 -0.144
N 0.531 1.980 0.702 -0.061
C 1.700 -1.180 0.288 -0.271
H 2.131 -0.479 -0.296 0.082
C -0.755 -1.979 0.717 -0.121
O 0.634 3.156 0.671 -0.054
H -0.703 3.041 -0.722 0.055
N -0.208 1.402 -0.269 -0.215
H -2.353 -2.413 -0.603 0.057
O -0.753 2.240 -1.173 0.107
H 1.776 -2.582 -0.662 -0.045
H 0.041 -2.831 0.927 0.148
H 2.220 -0.921 1.443 0.179
H 0.308 -0.286 1.992 0.203
O 1.888 -2.465 0.120 0.071
C -1.499 -1.977 -0.635 -0.091
H -1.382 -1.586 1.625 0.135
H -1.561 0.105 -1.854 0.156
C -1.566 -0.420 -0.766 -0.144
H -0.900 -2.316 -1.198 0.002
H -2.549 0.044 -0.090 0.178
```

Values from the calculation:
Largest force on an atom, eV/A: 15.6
Net charge: 0
ΔE to the lowest compared entry with this formula, charge and spin, kcal/mol: 264.6
E, eV: -15964.3801
Orbital gap, eV: 8.36

largest force on an atom of number 6 (C5H11N3O3)? 15.6 eV/A

What did the second record say?
Below is a structure of composition C5H11N3O at a distorted geometry, with properties calculated with the ωB97M-V functional and the def2-TZVPD basis.

XYZ file:
```
20
Properties=species:S:1:pos:R:3:lowdin_charge:R:1
N -0.167 -0.927 -1.301 0.162
H 1.618 1.288 1.653 0.088
C -0.705 0.144 -0.492 -0.453
H -0.782 2.289 -0.311 0.083
N 0.243 -0.752 1.819 0.091
H 0.961 -1.313 2.270 0.083
C 0.921 -1.057 -0.615 -0.376
C 0.734 -0.206 0.582 -0.435
H -2.278 0.439 0.942 0.082
H 1.961 -1.989 -1.882 0.121
H -0.590 -1.308 1.683 0.065
C -0.515 1.538 -1.054 -0.055
N 1.744 0.754 0.805 0.108
H 2.688 0.408 0.701 0.085
H 0.519 1.695 -1.352 0.071
H -1.161 1.670 -1.925 0.080
O 2.057 -1.679 -0.970 0.101
H -2.840 0.261 -0.725 0.080
H -2.294 -1.159 0.166 0.073
C -2.112 -0.097 0.006 -0.055
```

Values from the calculation:
Largest force on an atom, eV/A: 2.7
Net charge: 0
ΔE to the lowest compared entry with this formula, charge and spin, kcal/mol: 38.4
E, eV: -11880.1079
Orbital gap, eV: 9.18